Version A
{
  "formula": "C7H12N",
  "method": "the ωB97M-V functional and the def2-TZVPD basis",
  "elements": ["C", "C", "N", "C", "C", "C", "C", "C", "H", "H", "H", "H", "H", "H", "H", "H", "H", "H", "H", "H"],
  "positions_angstrom": [[3.04913, -0.55651, 0.14543], [1.46305, -0.26327, 0.16479], [0.51285, -0.98299, 0.82778], [-0.82923, -0.68826, 0.43750], [-1.89697, -1.48807, 0.92004], [-0.71931, 0.40499, -0.57870], [-1.57862, 1.70476, -0.29257], [0.85447, 0.75318, -0.74529], [3.62816, 0.06612, 0.90812], [3.16204, -1.53558, 0.47894], [3.11331, -0.56504, -0.97035], [-2.78374, -0.86789, 1.05725], [-1.70841, -2.00272, 1.89014], [-2.14006, -2.20918, 0.17741], [-1.03554, -0.20723, -1.41194], [-1.51410, 2.08115, 0.65462], [-2.57813, 1.48927, -0.51671], [-1.17345, 2.39262, -0.97101], [0.99548, 1.69842, -0.40678], [1.17906, 0.77623, -1.76868]],
  "lowdin_charge": [0.044, -0.131, 0.162, -0.132, 0.021, -0.209, 0.018, -0.037, 0.131, 0.046, 0.105, 0.116, 0.133, 0.118, 0.163, 0.065, 0.073, 0.073, 0.100, 0.138],
  "gap_ev": 8.80,
  "total_charge": 1,
  "smiles": "CC1=[N+]=C(C)[C@@H](C)C1"
}

***

Version B
{
  "formula": "C7H12N",
  "method": "the ωB97M-V functional and the def2-TZVPD basis",
  "elements": ["C", "C", "C", "C", "C", "C", "C", "N", "H", "H", "H", "H", "H", "H", "H", "H", "H", "H", "H", "H"],
  "positions_angstrom": [[2.48462, -0.50214, 0.43923], [1.74896, 0.01931, -0.60747], [-0.86334, -0.71330, 0.66980], [0.52431, 0.68568, -0.42122], [-0.82157, 0.57871, 0.15321], [-0.42570, -2.00811, 0.10119], [-1.53323, 1.85217, 0.64514], [-0.51208, 0.88122, -1.39239], [3.57725, -0.93838, 0.30322], [2.12933, -0.65119, 1.36250], [2.16485, -0.05603, -1.61700], [-1.02608, -0.49903, 1.78115], [-0.57038, -2.88747, 0.60078], [0.74444, -1.88979, -0.06038], [-0.96900, -2.20117, -0.79596], [-2.46014, 2.11827, 0.12693], [-0.85367, 2.61914, 0.70961], [-1.83092, 1.65906, 1.67468], [-0.92343, 1.71948, -1.57261], [-0.58422, 0.21354, -2.10042]],
  "lowdin_charge": [0.078, -0.127, -0.011, -0.121, -0.334, -0.038, 0.031, 0.249, 0.136, 0.027, 0.130, 0.168, 0.056, 0.110, 0.087, 0.111, 0.071, 0.100, 0.124, 0.155],
  "gap_ev": [7.34, 7.97],
  "total_charge": 1
}

***

The structure with the greatest stability is version A.

***

Version A
{
  "formula": "C7H12N",
  "method": "the ωB97M-V functional and the def2-TZVPD basis",
  "elements": ["C", "C", "C", "C", "C", "N", "C", "C", "H", "H", "H", "H", "H", "H", "H", "H", "H", "H", "H", "H"],
  "positions_angstrom": [[3.23977, -0.99729, 0.43422], [2.15769, -0.44134, 0.13751], [1.05716, 0.31977, 0.04112], [1.13690, 1.79160, -0.22953], [-0.18180, -0.49087, -0.17192], [-1.14295, 0.16921, -1.03743], [-1.60048, 0.03634, 0.26441], [-2.64866, -0.94159, 0.74827], [3.64608, -1.54079, -0.45047], [3.66200, -1.21981, 1.33747], [1.07972, 1.79501, -1.31806], [2.18074, 2.19076, 0.10636], [0.37926, 2.40942, 0.17121], [-0.15914, -1.53100, -0.23605], [-0.93681, 1.15222, -1.25010], [-1.72313, -0.31063, -1.86411], [-1.46528, 0.95280, 0.84867], [-3.60936, -0.60865, 0.63555], [-2.40098, -0.93990, 1.76701], [-2.67074, -1.79526, 0.06589]],
  "lowdin_charge": [0.067, -0.054, -0.240, -0.036, -0.092, 0.111, -0.234, 0.014, 0.109, 0.056, 0.088, 0.147, 0.063, 0.147, 0.167, 0.266, 0.165, 0.057, 0.090, 0.107],
  "gap_ev": 9.52,
  "total_charge": 1,
  "smiles": "C=C=C(C)[C@@H]1[NH2+][C@H]1C"
}

***

Version B
{
  "formula": "C7H12N",
  "method": "the ωB97M-V functional and the def2-TZVPD basis",
  "elements": ["C", "C", "C", "C", "C", "C", "C", "N", "H", "H", "H", "H", "H", "H", "H", "H", "H", "H", "H", "H"],
  "positions_angstrom": [[-1.42474, -1.31051, 0.25150], [-0.05721, -1.27977, 0.57380], [-1.47877, 1.17130, 0.23023], [0.07147, 1.11760, 0.64953], [-1.81225, -0.13189, -0.37952], [0.67998, -0.04847, 0.01571], [2.19676, -0.18937, 0.19489], [0.21801, -0.09553, -1.43822], [-1.99961, -2.24528, 0.30278], [0.57855, -2.02774, 1.21542], [-1.96781, 1.33718, 1.17763], [-1.83540, 2.01454, -0.29108], [0.48146, 2.01399, 0.31656], [0.28606, 0.97354, 1.65596], [-2.53880, -0.23439, -1.10854], [2.66543, 0.64069, -0.22888], [2.49814, -1.04959, -0.25576], [2.53082, -0.04699, 1.17181], [0.22262, -1.09042, -1.90136], [0.68527, 0.48111, -2.15246]],
  "lowdin_charge": [-0.026, 0.083, -0.078, -0.077, 0.035, -0.534, 0.008, 0.130, 0.142, 0.178, 0.140, 0.112, 0.121, 0.119, 0.119, 0.080, 0.064, 0.085, 0.172, 0.129],
  "gap_ev": [8.81, 8.81],
  "total_charge": 1
}

***

The structure with the greatest stability is version B.

***

Version A
{
  "formula": "C2H3ClIN",
  "method": "the ωB97M-V functional and the def2-TZVPD basis",
  "elements": ["C", "C", "N", "Cl", "I", "H", "H", "H"],
  "positions_angstrom": [[-2.47460, 0.07098, -0.52838], [-0.06412, 0.17947, -0.44956], [-1.35137, 0.15997, -1.02145], [-4.01973, 0.10031, -0.88587], [-1.39429, -2.56071, 1.92554], [0.35117, 0.97437, -0.93794], [0.37418, -0.80252, -0.80262], [-0.02988, 0.18179, 0.54026]],
  "lowdin_charge": [-0.703, -0.117, -0.032, 0.804, -0.139, 0.061, 0.119, 0.009],
  "gap_ev": [8.32, 4.87],
  "total_charge": 0
}

***

Version B
{
  "formula": "C2H3ClIN",
  "method": "the ωB97M-V functional and the def2-TZVPD basis",
  "elements": ["C", "C", "N", "Cl", "I", "H", "H", "H"],
  "positions_angstrom": [[-2.33451, -1.09687, -0.79402], [-0.70982, 0.61588, 0.00380], [-1.57487, -0.34881, -0.15234], [-3.09829, -2.60505, -0.20133], [3.52728, 0.32012, -0.11759], [0.39014, 0.40380, 0.10045], [-0.97263, 1.52886, 0.60739], [4.77269, 1.18207, 0.55364]],
  "lowdin_charge": [-0.492, -0.011, -0.135, 0.480, 0.364, 0.014, 0.086, -0.305],
  "gap_ev": [8.15, 8.15],
  "total_charge": 0
}

***

The structure with the greatest stability is version B.